# 1
An isolated molecule of C17H18N2O2S. Source: the OMol25 dataset; level of theory: ωB97M-V/def2-TZVPD.

Computed properties:
LUMO = 0.556 eV
HOMO-LUMO gap = 8.778 eV
electronic energy = -1316.80760 Eh
HOMO level = -8.222 eV
relative energy (zero: lowest compared OMol25 entry of this formula, charge and spin) = 100.1 kJ/mol
SMILES = Cc1ccc(SCC(=O)NNC(=O)c2ccccc2)c(C)c1

Last column: Löwdin charge in e.
CARTESIAN COORDINATES (ANGSTROEM)
C -4.08636 -3.90329 -0.55260  -0.053
C -2.89622 -3.16490 -1.08471  -0.278
C -1.69045 -3.14734 -0.40246  -0.040
C -0.59456 -2.47054 -0.91084  -0.074
C -0.69409 -1.80530 -2.12029  -0.458
S 0.66492 -0.92933 -2.85841  0.982
C 2.09962 -1.42302 -1.85820  -0.362
C 2.15094 -0.82171 -0.46734  -0.567
O 2.66796 -1.38582 0.47996  0.053
N 1.59398 0.39585 -0.36031  0.080
N 1.65383 1.09282 0.84071  0.108
C 1.38381 2.42510 0.84717  -0.429
O 1.00184 2.98546 -0.16500  0.072
C 1.57566 3.10196 2.15350  -0.140
C 1.81155 4.47450 2.13515  -0.016
C 2.00701 5.16615 3.31538  -0.071
C 1.95636 4.49471 4.52597  -0.081
C 1.70141 3.13289 4.55236  -0.078
C 1.51254 2.43400 3.37380  -0.033
C -1.90300 -1.79523 -2.82478  -0.298
C -2.01363 -1.05852 -4.12134  -0.085
C -2.98127 -2.47810 -2.29117  -0.008
H -4.35757 -4.71616 -1.22579  0.082
H -4.94431 -3.23716 -0.47390  0.081
H -3.87803 -4.32210 0.42849  0.073
H -1.59466 -3.66548 0.54043  0.111
H 0.32457 -2.47430 -0.34745  0.093
H 2.15472 -2.51014 -1.79620  0.095
H 2.96233 -1.06351 -2.42371  0.089
H 1.19745 0.93323 -1.12525  0.119
H 2.14482 0.58307 1.56427  0.143
H 1.83902 4.97891 1.18114  0.118
H 2.19611 6.22888 3.29259  0.105
H 2.10752 5.03246 5.45013  0.103
H 1.64739 2.61287 5.49731  0.104
H 1.28929 1.37811 3.41323  0.111
H -1.26964 -1.42546 -4.82814  0.071
H -1.81995 0.00305 -3.96849  0.079
H -3.00329 -1.17795 -4.55371  0.078
H -3.91763 -2.47869 -2.83152  0.120

=====

# 2
An isolated molecule of C17H18N2O7S in a non-equilibrium geometry. Source: the OMol25 dataset; level of theory: ωB97M-V/def2-TZVPD.

Computed properties:
LUMO = 0.417 eV
HOMO-LUMO gap = 9.015 eV
electronic energy = -1692.95941 Eh
HOMO level = -8.598 eV
relative energy (zero: lowest compared OMol25 entry of this formula, charge and spin) = 215.3 kJ/mol
SMILES = COc1cc(NS(=O)(=O)c2ccc3c(c2)oc(=O)n3C)cc(OC)c1OC

Last column: Löwdin charge in e.
CARTESIAN COORDINATES (ANGSTROEM)
C -2.54335 -1.39064 -2.06755  -0.061
O -2.09431 -1.45600 -0.72875  -0.057
C -1.79985 -0.32306 -0.04061  -0.183
C -1.72236 -0.49294 1.33975  0.037
C -1.34487 0.55252 2.16671  -0.322
N -1.11036 0.29600 3.51512  -0.039
S -0.16089 -1.05006 3.89688  0.674
O 0.60813 -0.65137 5.03611  -0.285
O -0.98431 -2.21191 4.00207  -0.276
C 0.86616 -1.20991 2.43182  -0.282
C 0.77192 -2.36983 1.68363  -0.055
C 1.41070 -2.48329 0.45850  0.028
C 2.12144 -1.38039 0.02046  -0.141
C 2.22186 -0.21542 0.80025  -0.158
C 1.60320 -0.10753 2.02451  0.042
O 2.96138 0.70898 0.12629  0.171
C 3.32632 0.16513 -1.06970  -0.487
O 3.96712 0.72059 -1.91275  0.135
N 2.81919 -1.11877 -1.13402  -0.003
C 3.02073 -1.99894 -2.25198  0.004
C -1.16905 1.81962 1.62745  0.053
C -1.28518 2.01835 0.25880  -0.214
O -1.03897 3.28653 -0.19737  -0.087
C -1.99070 3.85239 -1.08381  -0.056
C -1.53119 0.93488 -0.59852  -0.143
O -1.45753 1.10911 -1.97814  -0.146
C -0.13193 1.28101 -2.44538  -0.049
H -1.71722 -1.24143 -2.76708  0.088
H -3.00854 -2.35737 -2.26146  0.095
H -3.27687 -0.59517 -2.20722  0.102
H -1.92247 -1.46593 1.75470  0.125
H -0.83888 1.10038 4.06084  0.119
H 0.17162 -3.17523 2.07424  0.118
H 1.33667 -3.38020 -0.13342  0.118
H 1.67583 0.77905 2.63001  0.139
H 3.56757 -2.89030 -1.94077  0.101
H 2.06207 -2.29527 -2.68078  0.097
H 3.60255 -1.45436 -2.99443  0.098
H -0.92273 2.66568 2.24925  0.130
H -2.10216 3.27430 -2.00229  0.085
H -2.96542 3.93662 -0.59315  0.100
H -1.61377 4.84635 -1.31750  0.095
H 0.36700 2.12238 -1.95786  0.100
H 0.46116 0.37375 -2.27847  0.090
H -0.20972 1.47172 -3.51441  0.100

=====

# 3
A structure of composition C17H18N4O2ReS in a non-equilibrium geometry. Source: the OMol25 dataset; level of theory: ωB97M-V/def2-TZVPD.

Computed properties:
LUMO (alpha / beta) = -13.411 / -16.625 eV
total charge = +4
multiplicity = 4
HOMO-LUMO gap (alpha / beta) = 8.669 / 5.427 eV
electronic energy = -1502.87479 Eh
HOMO level (alpha / beta) = -22.079 / -22.052 eV

Last column: Löwdin charge in e.
CARTESIAN COORDINATES (ANGSTROEM)
N 0.15237 2.21498 -0.49068  0.097
C 0.17789 3.36608 -0.29972  -0.125
C 0.22856 4.80815 -0.22989  0.026
H -0.78466 5.22690 -0.28563  0.125
H 0.81600 5.18243 -1.07861  0.129
H 0.69818 5.15304 0.70135  0.129
N 1.73959 -1.13281 -0.76029  0.039
C 2.71981 -1.77239 -0.75047  -0.051
C 3.91866 -2.55226 -0.94589  0.053
H 4.54026 -2.06897 -1.71339  0.140
H 3.64568 -3.56675 -1.27060  0.141
H 4.49246 -2.62131 -0.00979  0.140
N -1.96485 -1.03461 -0.49012  0.097
C -3.00711 -1.52174 -0.29916  -0.126
C -4.30708 -2.14894 -0.22940  0.027
H -4.31525 -2.96885 0.50155  0.130
H -4.55271 -2.55638 -1.21891  0.129
H -5.07689 -1.42001 0.05617  0.124
Re 0.19405 -0.12599 0.23498  1.422
C 0.04672 -1.68350 1.31689  -0.193
O -0.01134 -2.64134 1.99121  0.260
C 1.55582 0.63684 1.31410  -0.192
O 2.41451 1.08052 1.99323  0.253
C 0.47754 1.34588 -3.28991  0.019
C -0.90517 1.41501 -3.16461  -0.027
C -1.66144 0.24828 -3.16526  -0.027
C -1.03392 -0.98600 -3.28953  0.019
C 0.35113 -1.05628 -3.40728  -0.020
C 1.10722 0.11024 -3.40746  -0.019
H 1.06596 2.25826 -3.31659  0.150
H -1.39662 2.38173 -3.09347  0.140
H -2.74455 0.30241 -3.09498  0.140
H -1.62661 -1.89566 -3.31569  0.150
H 0.84096 -2.01960 -3.52795  0.142
H 2.18649 0.05661 -3.52870  0.142
S -3.36781 2.19238 2.13242  1.211
C -2.32843 1.51764 3.34807  -0.256
C -1.27430 0.83091 2.76594  -0.168
N -1.31765 0.85922 1.36179  -0.262
C -2.38396 1.55392 0.88115  -0.435
H -2.49209 1.62440 4.40484  0.109
H -0.47911 0.31256 3.29888  0.128
H -2.58201 1.68260 -0.17949  0.085

=====

# 4
A cluster of 2 separate species, C17H18N5O2S in total in a non-equilibrium geometry. Source: the OMol25 dataset; level of theory: ωB97M-V/def2-TZVPD.

Computed properties:
LUMO = -3.334 eV
total charge = +1
HOMO-LUMO gap = 8.347 eV
electronic energy = -1480.71343 Eh
HOMO level = -11.681 eV
relative energy (zero: lowest compared OMol25 entry of this formula, charge and spin) = 28.3 kJ/mol

Last column: Löwdin charge in e.
CARTESIAN COORDINATES (ANGSTROEM)
N -2.49837 1.24799 -5.74331  0.105
N -1.56036 1.86751 -4.87754  0.058
C -0.62801 1.19396 -4.27644  -0.311
N 0.31551 1.88429 -3.45002  0.144
C 0.77896 0.75577 -2.54507  -0.246
C 2.14151 1.07551 -1.91933  -0.064
C 2.16859 1.11292 -0.40011  -0.215
C 3.39173 1.22540 0.23810  -0.053
C 3.49342 1.29944 1.60174  -0.075
C 2.35908 1.24766 2.38966  -0.078
C 1.13254 1.10133 1.78430  -0.073
C 1.05505 1.04246 0.40956  -0.054
C 0.69235 -0.50441 -3.39319  -0.271
N 0.63098 -1.78259 -2.69119  0.114
C -0.40057 -1.96595 -2.04328  -0.750
S -1.46478 -1.98657 -0.90718  0.829
N -0.40710 -0.13652 -4.33711  0.174
H -2.78925 0.36711 -5.32434  0.093
H -3.33105 1.83326 -5.73267  0.114
H -1.62958 2.86754 -4.74034  0.185
H -0.33556 2.35247 -2.81477  0.147
H -0.08351 0.65321 -1.87096  0.115
H 2.90116 0.39321 -2.32172  0.131
H 2.42804 2.06985 -2.28694  0.131
H 4.33075 1.25807 -0.31381  0.123
H 4.45252 1.40357 2.10175  0.114
H 2.38647 1.31604 3.47434  0.109
H 0.21089 1.05611 2.35889  0.084
H 0.05750 0.92917 -0.01093  0.090
H 1.55310 -0.61822 -4.06302  0.158
H -1.28956 -0.63984 -4.26922  0.149
C -0.51430 -1.15207 4.64588  0.022
C -0.47468 -2.23835 5.41285  0.032
C -1.63081 -3.16630 5.49292  -0.381
O -1.59743 -4.15369 6.19096  0.125
C -2.83054 -2.83504 4.68305  0.028
C -2.86775 -1.74810 3.91672  0.017
C -1.71265 -0.82323 3.83806  -0.379
O -1.74698 0.16878 3.13533  0.076
H 0.31824 -0.46353 4.57509  0.113
H 0.39137 -2.49564 6.00917  0.127
H -3.66328 -3.52312 4.75380  0.126
H -3.73364 -1.48946 3.32032  0.120

=====

# 5
An isolated molecule of C17H18N6O2 in a non-equilibrium geometry. Source: the OMol25 dataset; level of theory: ωB97M-V/def2-TZVPD.

Computed properties:
LUMO = -0.288 eV
HOMO-LUMO gap = 7.364 eV
electronic energy = -1137.56985 Eh
HOMO level = -7.652 eV
relative energy (zero: lowest compared OMol25 entry of this formula, charge and spin) = 369.8 kJ/mol
SMILES = COc1cccc(/N=N/c2c(N)[nH]n3c(=O)c4c(nc23)CCCC4)c1

Last column: Löwdin charge in e.
CARTESIAN COORDINATES (ANGSTROEM)
C 1.22609 -7.40350 -3.00177  -0.053
O 1.36012 -5.95140 -3.03738  -0.090
C 0.85112 -5.22282 -1.99965  -0.260
C 0.33277 -5.74204 -0.77012  -0.025
C -0.28493 -4.92026 0.17928  -0.076
C -0.29925 -3.52741 -0.00727  -0.037
C 0.28967 -2.98375 -1.16266  -0.262
N 0.34285 -1.62404 -1.43834  0.021
N -0.12220 -0.79802 -0.62114  0.098
C -0.08706 0.52310 -0.97699  -0.135
C -0.00732 1.11239 -2.23777  -0.306
N 0.02903 0.41962 -3.40391  0.159
N 0.03835 2.45538 -2.12441  0.165
N -0.21855 2.79600 -0.73194  0.089
C -0.27136 4.06206 -0.14961  -0.379
O -0.09598 5.04777 -0.85914  0.042
C -0.34970 4.06610 1.30818  -0.055
C -0.38895 2.83481 1.97543  -0.207
N -0.29987 1.64156 1.28062  0.158
C -0.19715 1.63289 -0.01519  -0.220
C -0.51544 2.77014 3.44891  -0.144
C -0.29093 4.11029 4.17019  -0.189
C -0.99291 5.28798 3.43012  -0.195
C -0.43782 5.42285 2.02170  -0.148
C 0.84516 -3.81896 -2.15956  0.055
H 0.27014 -7.70188 -2.53069  0.086
H 1.99174 -7.86138 -2.39696  0.084
H 1.22757 -7.80750 -4.02505  0.094
H 0.30901 -6.79379 -0.63887  0.080
H -0.73528 -5.30034 1.11021  0.111
H -0.74098 -2.86775 0.76496  0.112
H 0.65432 0.83707 -4.09375  0.118
H 0.18561 -0.57683 -3.23441  0.080
H -0.32746 3.07742 -2.88353  0.191
H -1.50808 2.39594 3.74353  0.125
H 0.23101 2.05421 3.89709  0.133
H 0.78141 4.36133 4.26148  0.116
H -0.67409 4.07058 5.20969  0.109
H -2.07198 5.14758 3.37902  0.114
H -0.83724 6.21912 3.94251  0.097
H -1.06487 6.10097 1.45875  0.109
H 0.55746 5.89005 1.97313  0.126
H 1.29600 -3.43555 -3.05466  0.110

=====

# 6
A structure of composition C17H18N6O2SZr in a non-equilibrium geometry. Source: the OMol25 dataset; level of theory: ωB97M-V/def2-TZVPD.

Computed properties:
LUMO = -7.418 eV
total charge = +2
HOMO-LUMO gap = 7.661 eV
electronic energy = -1582.45813 Eh
HOMO level = -15.079 eV
relative energy (zero: lowest compared OMol25 entry of this formula, charge and spin) = 135.8 kJ/mol

Last column: Löwdin charge in e.
CARTESIAN COORDINATES (ANGSTROEM)
Zr -0.56800 -0.37599 1.43862  1.696
S 6.71249 -0.53833 1.12616  1.142
N 5.70435 0.68493 1.47228  -0.182
C 4.47934 0.19965 1.39329  -0.312
C 3.27193 0.93488 1.62601  -0.064
C 3.40885 2.28910 1.97086  0.066
C 2.30375 3.06519 2.21514  0.021
C 1.07443 2.45157 2.10369  -0.065
N 0.93408 1.17556 1.77645  -0.077
C 2.00147 0.31793 1.51303  -0.097
C 1.95169 -1.18063 1.13363  -0.096
N 0.82898 -1.99172 0.97451  -0.077
C 0.88473 -3.27553 0.65327  -0.063
C 2.07144 -3.94355 0.43970  0.022
C 3.22636 -3.21540 0.57648  0.066
C 3.17932 -1.85465 0.91948  -0.064
C 4.43371 -1.17401 1.04542  -0.312
N 5.62477 -1.71354 0.86487  -0.182
H 4.39600 2.72438 2.04767  0.140
H 2.38763 4.10729 2.48540  0.137
H 0.14848 2.98241 2.28360  0.142
H -0.07491 -3.76924 0.57326  0.141
H 2.08579 -4.99156 0.17997  0.138
H 4.18311 -3.69527 0.42110  0.140
C -4.19340 -1.03219 0.04907  -0.009
N -3.86388 -0.17650 -1.09805  -0.093
C -4.77179 -0.29611 -2.24210  -0.016
C -2.65123 0.40220 -1.09200  -0.415
O -1.84167 0.07166 -0.16022  -0.209
N -2.28040 1.32070 -2.00991  -0.096
C -3.12267 1.97459 -3.00764  -0.017
C -0.89535 1.78771 -2.04482  -0.016
H -5.27216 -1.11656 0.13411  0.106
H -3.81693 -0.61268 0.97789  0.081
H -3.76540 -2.02901 -0.09204  0.107
H -5.31362 -1.23430 -2.15897  0.103
H -4.22710 -0.31343 -3.18014  0.094
H -5.50398 0.51065 -2.23018  0.102
H -4.15905 2.01818 -2.70188  0.086
H -3.02659 1.46823 -3.96872  0.108
H -2.78339 3.00208 -3.12519  0.104
H -0.27061 1.30191 -1.30678  0.060
H -0.87335 2.86195 -1.85558  0.105
H -0.47502 1.59425 -3.03305  0.109
O -1.54220 -0.71679 2.91229  -0.555